# 1
Here is a molecular structure, C33H39IN3O3SbV from the OMol25 dataset. Energies are from the ωB97M-V functional and the def2-TZVPD basis.

Last column: Löwdin charge in e.
Atoms and positions in Å:
V1 -0.57 0.94 -0.22  0.85
C1 2.34 4.17 0.68  0.00
C2 1.91 3.30 1.83  -0.24
N1 2.50 3.45 3.00  0.15
C3 2.12 2.69 4.04  -0.07
C4 1.11 1.75 3.99  -0.14
C5 0.80 0.96 5.24  -0.21
O1 0.98 1.71 6.43  -0.03
C6 0.46 1.55 2.75  -0.10
C7 -0.68 0.70 2.60  -0.05
N2 -1.26 0.41 1.47  -0.09
C8 -2.53 -0.23 1.53  -0.34
C9 -2.67 -1.52 2.04  0.00
C10 -3.91 -2.12 2.11  -0.05
C11 -5.04 -1.44 1.68  -0.05
C12 -4.92 -0.15 1.18  -0.13
C13 -3.67 0.44 1.09  -0.61
I1 -3.50 2.40 0.28  1.05
C14 0.90 2.34 1.64  -0.22
O2 0.33 2.13 0.48  -0.17
H1 3.19 4.77 0.99  0.09
H2 1.52 4.82 0.37  0.10
H3 2.62 3.56 -0.18  0.07
H4 2.66 2.85 4.96  0.13
H5 1.51 0.13 5.33  0.13
H6 -0.20 0.53 5.20  0.11
H7 0.41 2.49 6.40  0.10
H8 -1.16 0.35 3.51  0.14
H9 -1.78 -2.03 2.40  0.11
H10 -3.99 -3.13 2.49  0.12
H11 -6.01 -1.90 1.75  0.12
H12 -5.80 0.40 0.85  0.10
C15 1.13 -2.46 3.40  -0.31
Sb1 1.92 -1.44 1.65  1.35
C16 2.90 -3.23 0.94  -0.31
C17 3.66 -0.74 2.74  -0.31
H13 1.96 -2.97 3.89  0.01
H14 0.39 -3.20 3.11  0.00
H15 0.68 -1.75 4.09  -0.02
H16 3.51 -3.64 1.75  0.01
H17 3.54 -3.01 0.09  0.00
H18 2.16 -3.97 0.65  0.00
H19 4.10 -1.58 3.28  0.01
H20 3.37 0.04 3.44  -0.02
H21 4.40 -0.34 2.04  0.00
C18 0.58 4.27 -4.19  -0.07
C19 -0.71 3.78 -4.38  -0.06
C20 -1.16 2.70 -3.66  -0.02
C21 -0.32 2.06 -2.73  -0.29
C22 0.98 2.55 -2.56  -0.05
C23 1.42 3.65 -3.27  -0.07
N3 -0.80 0.95 -1.99  -0.12
C24 -1.53 -0.02 -2.70  -0.29
C25 -1.19 -0.38 -4.01  -0.03
C26 -1.89 -1.37 -4.68  -0.06
C27 -2.95 -2.02 -4.06  -0.08
C28 -3.31 -1.66 -2.77  -0.07
C29 -2.61 -0.68 -2.10  -0.04
H22 0.93 5.12 -4.75  0.11
H23 -1.36 4.26 -5.10  0.11
H24 -2.17 2.33 -3.79  0.12
H25 1.65 2.02 -1.89  0.10
H26 2.43 4.01 -3.13  0.11
H27 -0.36 0.13 -4.50  0.13
H28 -1.60 -1.64 -5.69  0.11
H29 -3.50 -2.78 -4.59  0.11
H30 -4.15 -2.14 -2.29  0.11
H31 -2.92 -0.39 -1.10  0.07
C30 1.64 -2.43 -3.09  -0.13
C31 1.01 -3.60 -2.34  -0.14
C32 -0.06 -2.91 -1.52  -0.18
O3 0.48 -1.62 -1.18  -0.29
C33 1.54 -1.29 -2.08  -0.20
H32 1.06 -2.19 -3.98  0.10
H33 2.67 -2.62 -3.40  0.12
H34 1.75 -4.08 -1.70  0.10
H35 0.59 -4.36 -3.01  0.12
H36 -0.30 -3.43 -0.59  0.12
H37 -0.98 -2.78 -2.10  0.10
H38 2.46 -1.18 -1.50  0.10
H39 1.32 -0.33 -2.57  0.09

Summary:
total charge	+1
expectation value of S²	2.03
LUMO (alpha / beta)	-3.68 / -4.03	eV
multiplicity	3
energy relative to the best compared isomer or geometry (same formula, charge and spin)	316.3	kJ/mol
frontier orbital gap (alpha / beta)	6.9 / 6.7	eV

=====

# 2
Here is C17H23ClN6 in the gas phase from the OMol25 dataset. Energies are from the ωB97M-V functional and the def2-TZVPD basis.

Last column: Löwdin charge in e.
Atoms and positions in Å:
C1 4.77 -2.47 -0.49  -0.06
C2 3.45 -2.96 -1.00  -0.23
C3 3.27 -4.26 -1.47  -0.61
Cl1 4.59 -5.38 -1.46  0.70
C4 2.05 -4.71 -1.95  -0.12
C5 0.97 -3.85 -1.97  -0.08
C6 1.11 -2.55 -1.51  -0.02
C7 2.33 -2.10 -1.03  -0.18
N1 2.50 -0.81 -0.56  0.14
C8 1.65 0.25 -0.53  -0.36
N2 2.17 1.34 0.04  0.18
C9 1.36 2.39 0.07  -0.45
N3 1.80 3.52 0.66  0.16
N4 0.11 2.42 -0.42  0.17
C10 -0.31 1.28 -0.95  -0.33
C11 -1.70 1.22 -1.52  -0.12
N5 -2.81 1.27 -0.60  -0.17
C12 -3.00 0.11 0.23  -0.17
C13 -2.03 -0.06 1.41  -0.17
C14 -2.47 0.64 2.70  -0.20
C15 -3.10 2.02 2.51  -0.21
C16 -2.49 2.85 1.39  -0.18
C17 -3.11 2.55 0.01  -0.19
N6 0.42 0.17 -1.03  0.17
H1 4.70 -2.19 0.56  0.09
H2 5.52 -3.26 -0.57  0.04
H3 5.12 -1.61 -1.06  0.09
H4 1.96 -5.73 -2.30  0.10
H5 0.02 -4.19 -2.34  0.11
H6 0.27 -1.87 -1.53  0.08
H7 3.40 -0.58 -0.16  0.12
H8 2.76 3.57 0.95  0.10
H9 1.23 4.34 0.61  0.10
H10 -1.81 2.06 -2.21  0.13
H11 -1.78 0.28 -2.08  0.12
H12 -2.92 -0.76 -0.42  0.12
H13 -4.03 0.14 0.61  0.12
H14 -1.06 0.32 1.10  0.09
H15 -1.90 -1.12 1.62  0.11
H16 -3.18 0.00 3.23  0.10
H17 -1.59 0.73 3.35  0.11
H18 -3.01 2.56 3.45  0.10
H19 -4.17 1.90 2.31  0.10
H20 -1.41 2.71 1.34  0.08
H21 -2.67 3.91 1.59  0.11
H22 -2.80 3.32 -0.69  0.11
H23 -4.20 2.60 0.12  0.12

Summary:
LUMO	0.74	eV
energy relative to the best compared isomer or geometry (same formula, charge and spin)	8.5	kJ/mol
frontier orbital gap	8.8	eV

=====

# 3
Here is a molecular structure, C29H33BCoFN7O3S3Te from the OMol25 dataset. Energies are from the ωB97M-V functional and the def2-TZVPD basis.

Last column: Löwdin charge in e.
Atoms and positions in Å:
Co1 -0.55 -2.00 -0.50  0.03
F1 3.70 2.67 -0.72  0.05
C1 2.37 2.75 -0.38  -0.19
C2 1.53 1.73 -0.70  0.09
C3 0.15 1.82 -0.38  -0.03
C4 -0.71 0.71 -0.59  -0.26
O1 -0.32 -0.33 -1.23  -0.12
C5 -2.03 0.83 -0.03  -0.03
C6 -2.49 2.04 0.37  0.04
N1 -1.72 3.19 0.34  0.00
C7 -2.44 4.41 0.13  -0.24
C8 -2.25 5.69 0.90  -0.09
C9 -1.86 5.61 -0.55  -0.09
C10 -0.35 3.04 0.17  -0.11
C11 0.55 4.01 0.57  0.05
C12 1.93 3.87 0.32  -0.17
N2 2.79 4.93 0.77  -0.11
C13 4.05 4.52 1.34  -0.15
C14 4.61 5.70 2.14  -0.09
N3 4.80 6.83 1.19  0.05
C15 3.50 7.22 0.58  -0.10
C16 2.95 6.01 -0.17  -0.14
C17 -2.89 -0.38 0.15  -0.65
O2 -4.03 -0.24 0.59  -0.13
O3 -2.40 -1.52 -0.13  -0.28
H1 1.88 0.83 -1.17  0.11
H2 -3.51 2.14 0.73  0.14
H3 -3.47 4.18 -0.12  0.15
H4 -1.47 5.75 1.65  0.08
H5 -3.14 6.24 1.17  0.10
H6 -0.82 5.60 -0.81  0.08
H7 -2.48 6.13 -1.27  0.10
H8 0.24 4.89 1.09  0.10
H9 4.79 4.21 0.59  0.13
H10 3.87 3.67 2.00  0.15
H11 5.56 5.44 2.60  0.14
H12 3.89 6.00 2.90  0.14
H13 5.41 6.49 0.43  0.19
H14 5.25 7.62 1.65  0.19
H15 3.64 8.07 -0.08  0.14
H16 2.81 7.49 1.38  0.14
H17 3.63 5.75 -1.01  0.14
H18 1.97 6.25 -0.59  0.14
C18 -2.85 -4.50 -2.42  -0.06
N4 -1.44 -4.65 -2.64  -0.13
C19 -0.81 -4.94 -3.81  -0.05
C20 0.52 -4.99 -3.55  -0.08
N5 0.72 -4.74 -2.22  0.01
B1 2.18 -4.73 -1.66  -0.46
N6 2.19 -4.61 -0.13  -0.03
C21 2.44 -5.58 0.79  -0.07
C22 2.44 -5.03 2.03  -0.05
N7 2.19 -3.70 1.87  -0.12
C23 2.05 -2.69 2.87  -0.06
C24 2.03 -3.46 0.55  -0.75
S1 1.73 -1.91 -0.08  0.74
C25 -0.48 -4.50 -1.68  -0.65
S2 -0.90 -4.21 -0.04  0.71
H19 -3.38 -4.72 -3.34  0.09
H20 -3.08 -3.49 -2.08  0.04
H21 -3.18 -5.19 -1.64  0.06
H22 -1.36 -5.09 -4.72  0.11
H23 1.34 -5.20 -4.19  0.11
H24 2.66 -5.78 -1.95  0.07
H25 2.74 -3.79 -2.12  0.06
H26 2.60 -6.60 0.49  0.12
H27 2.60 -5.47 2.99  0.11
H28 2.31 -3.09 3.85  0.09
H29 1.02 -2.33 2.88  0.09
H30 2.70 -1.84 2.63  0.07
Te1 -4.69 -2.90 0.37  1.19
C26 -5.75 -4.73 0.29  -1.02
C27 -5.29 -6.01 0.29  -0.28
C28 -6.30 -6.99 0.19  -0.22
C29 -7.55 -6.45 0.12  -0.45
S3 -7.48 -4.72 0.16  0.88
H31 -4.24 -6.24 0.37  0.09
H32 -6.11 -8.05 0.17  0.09
H33 -8.50 -6.94 0.07  0.05

Summary:
expectation value of S²	0.76
LUMO (alpha / beta)	-1.87 / -1.87	eV
multiplicity	2
frontier orbital gap (alpha / beta)	2.9 / 2.9	eV

=====

# 4
Here is a molecular structure, C9H17BInNO9PS from the OMol25 dataset. Energies are from the ωB97M-V functional and the def2-TZVPD basis.

Last column: Löwdin charge in e.
Atoms and positions in Å:
N1 2.63 2.62 -1.54  0.00
C1 1.93 3.15 -0.36  -0.39
C2 0.82 2.19 0.05  -0.26
In1 -0.80 2.06 -1.43  0.71
C3 -2.78 2.59 -0.54  -0.38
S1 -3.50 1.30 0.38  0.55
O1 -4.53 0.65 -0.41  -0.38
O2 -3.79 1.71 1.73  -0.40
O3 -0.83 0.06 -1.98  -0.08
B1 0.27 -0.66 -1.72  -0.98
O4 1.55 -0.35 -2.24  0.09
O5 0.21 -1.86 -0.98  0.11
P1 -0.56 3.45 -3.59  0.68
O6 0.61 4.59 -3.12  -0.44
O7 0.47 2.48 -4.45  -0.41
H1 3.49 3.14 -1.70  0.07
H2 2.06 2.83 -2.36  0.03
H3 2.66 3.28 0.45  0.10
H4 1.52 4.15 -0.57  0.08
H5 1.28 1.20 0.16  0.04
H6 0.44 2.45 1.04  0.04
H7 -3.48 2.81 -1.35  0.02
H8 -2.66 3.45 0.11  0.02
H9 -2.50 0.40 0.48  0.05
H10 1.88 0.51 -1.94  0.03
H11 -0.16 -1.71 -0.10  0.04
H12 0.37 4.99 -2.28  0.00
H13 0.65 1.62 -4.02  0.01
C4 0.97 -4.54 3.91  0.02
C5 0.67 -3.31 3.48  0.03
C6 -0.10 -3.11 2.23  -0.36
O8 -0.37 -2.00 1.84  0.11
C7 -0.51 -4.32 1.47  0.04
C8 -0.21 -5.54 1.90  0.02
C9 0.55 -5.74 3.16  -0.39
O9 0.83 -6.86 3.55  0.09
H14 1.53 -4.72 4.82  0.12
H15 0.97 -2.42 4.01  0.12
H16 -1.06 -4.13 0.55  0.13
H17 -0.50 -6.43 1.37  0.12

Summary:
total charge	-1
LUMO	0.18	eV
frontier orbital gap	4.5	eV

=====

no.,total energy (Ha)
1,-3152.56599
2,-1450.38952
3,-4703.84212
4,-2039.76769